Record 1
This record from the OMol25 dataset describes a structure of composition C3HMgO3 at a distorted geometry. The level of theory is ωB97M-V with the def2-TZVPD basis set.

Values from the calculation:
Energy = -14708.2975 eV
Maximum force = 3.78 eV/Å
Lowest unoccupied orbital energy (alpha / beta) = -0.5 / -1.6 eV
Multiplicity = 2
Gap between HOMO and LUMO (alpha / beta) = 6.8 / 5.7 eV
Net charge = 0

XYZ file:
```
8
Properties=species:S:1:pos:R:3:mulliken_spin:R:1
Mg -2.019 1.790 2.360 1.022
O -0.337 -1.730 0.405 -0.142
O -0.598 1.295 1.108 -0.005
O 0.339 0.711 -0.757 -0.078
C 0.669 -1.557 -0.310 0.497
C -0.639 0.494 0.149 -0.256
C 1.035 -0.472 -1.000 -0.037
H 1.550 -0.530 -1.955 -0.001
```

---

Record 2
This record from the OMol25 dataset describes the molecule C21H23N3O3S. The level of theory is ωB97M-V with the def2-TZVPD basis set.

Values from the calculation:
Energy = -43599.7053 eV
Maximum force = 0.90 eV/Å
Lowest unoccupied orbital energy = 0.5 eV
SMILES = Cc1cc(C(=O)CSc2nc3ccccc3c(=O)[nH]2)c(C)n1C[C@@H]1CCCO1
Energy relative to the best compared isomer or geometry (same formula, charge and spin) = 8.1 kcal per mole
Gap between HOMO and LUMO = 8.5 eV
Net charge = 0

XYZ file:
```
51
Properties=species:S:1:pos:R:3:mulliken_charge:R:1
S -3.363 2.713 0.380 -0.292
O -1.516 1.644 -2.844 -0.632
O -1.539 -1.047 2.887 -0.684
O 3.161 -0.972 -0.957 -0.488
N -2.639 0.531 1.699 0.065
N 0.738 0.260 0.504 1.792
N -3.349 0.232 -0.509 -0.451
C -2.655 2.981 -1.277 -0.865
C -1.539 2.015 -1.687 0.415
C -2.379 -1.620 0.724 0.602
C 3.699 0.629 0.705 -0.523
C 3.038 -0.730 0.441 0.203
C -3.003 -1.091 -0.423 0.361
C 3.872 0.087 -1.574 -0.354
C 0.104 0.392 -0.688 -0.012
C 0.133 -0.654 -1.739 -1.817
C 0.924 1.469 2.709 -1.755
C -2.214 -3.761 -0.352 -0.676
C -2.847 -3.241 -1.481 -0.431
C 0.480 1.361 1.292 0.628
C 4.677 0.748 -0.460 -0.755
C 1.565 -0.849 0.891 -1.672
C -3.236 -1.921 -1.523 -0.280
C -1.979 -2.958 0.741 -0.668
C -2.133 -0.753 1.871 -0.099
C -3.128 0.974 0.507 0.227
C -0.600 1.595 -0.671 0.841
C -0.334 2.201 0.592 -1.332
H 0.435 0.698 3.308 0.314
H 1.532 -0.945 1.977 0.594
H -0.689 3.155 0.927 0.609
H 1.161 -1.763 0.448 0.333
H -0.455 -0.320 -2.589 0.407
H -2.476 1.196 2.446 0.328
H -2.269 4.002 -1.256 0.441
H 2.000 1.355 2.820 0.185
H 4.944 1.776 -0.691 0.367
H 1.153 -0.851 -2.061 0.324
H -3.452 2.911 -2.018 0.467
H -3.711 -1.496 -2.393 0.497
H -1.909 -4.797 -0.337 0.414
H 0.635 2.442 3.098 0.471
H -0.284 -1.590 -1.363 0.132
H 2.958 1.427 0.636 0.131
H -1.494 -3.335 1.629 0.509
H 4.486 -0.340 -2.368 0.401
H 3.589 -1.531 0.959 0.449
H 4.184 0.667 1.678 0.433
H 3.163 0.803 -2.016 0.163
H 5.584 0.177 -0.259 0.290
H -3.026 -3.880 -2.332 0.390
```

---

Record 3
This record from the OMol25 dataset describes a cluster of 2 separate species, C6H18N2O in total at a distorted geometry. The level of theory is ωB97M-V with the def2-TZVPD basis set.

Values from the calculation:
Energy = -11538.2834 eV
Maximum force = 5.63 eV/Å
Lowest unoccupied orbital energy = 0.9 eV
SMILES = CN[C@H](C)CN(C)C.O
Energy relative to the best compared isomer or geometry (same formula, charge and spin) = 78.9 kcal per mole
Gap between HOMO and LUMO = 9.7 eV
Net charge = 0

XYZ file:
```
27
Properties=species:S:1:pos:R:3:mulliken_charge:R:1
O -2.150 0.883 -1.977 -0.677
N 0.620 0.043 -1.256 0.605
N -0.124 0.815 1.828 -0.425
C 1.083 -0.369 0.060 -1.723
C 0.603 -1.126 -2.175 -0.821
C -0.092 -1.605 2.071 -1.447
C 1.372 1.181 -1.594 -1.293
C -1.514 1.224 1.926 -0.865
C -0.061 -0.469 1.102 1.137
H -1.734 1.729 0.892 0.204
H 1.746 -1.339 0.003 0.296
H 2.443 0.973 -1.688 0.428
H -1.657 1.977 2.594 0.484
H 0.160 0.536 2.864 0.342
H -1.276 0.644 -1.512 0.333
H -1.907 1.565 -2.531 0.296
H 1.856 0.295 0.562 0.405
H 1.417 -1.946 -1.822 0.187
H -1.028 -1.861 2.669 0.304
H -2.293 0.450 1.802 0.274
H 0.232 -2.501 1.488 0.382
H -0.992 -0.594 0.361 -0.004
H 1.085 1.618 -2.558 0.319
H 1.246 2.042 -0.892 0.343
H 0.544 -0.570 -3.140 0.318
H -0.249 -1.725 -2.046 0.297
H 0.671 -1.872 2.968 0.300
```

---

Record 4
This record from the OMol25 dataset describes a structure of composition C30H42Br51O5PS2 at a distorted geometry. The level of theory is ωB97M-V with the def2-TZVPD basis set.

Values from the calculation:
Energy = -3645149.2747 eV
Maximum force = 2.29 eV/Å
Lowest unoccupied orbital energy = -0.3 eV
Gap between HOMO and LUMO = 8.8 eV
Net charge = 0

XYZ file:
```
131
Properties=species:S:1:pos:R:3:mulliken_charge:R:1
Br -3.036 -2.867 -1.089 -0.046
Br 7.495 2.792 -3.378 0.041
Br -11.662 -12.968 2.628 0.002
Br 10.133 3.144 3.803 -0.047
Br 1.636 3.368 -6.428 -0.041
Br -9.808 1.591 3.149 0.005
Br 5.643 -1.522 4.836 -0.066
Br 0.692 -6.282 -4.853 0.087
Br -14.097 -6.313 -1.171 0.000
Br 3.881 8.851 2.603 -0.018
Br -10.082 -5.715 1.383 -0.015
Br 6.259 5.719 -3.102 0.020
Br 2.596 7.449 6.812 0.013
Br -11.938 0.216 1.202 -0.034
Br -6.222 -5.353 0.471 0.040
Br 8.570 3.257 1.026 0.073
Br 6.541 4.380 -5.981 -0.035
Br -13.752 -14.349 0.651 -0.008
Br 6.731 -4.945 -4.390 0.005
Br 5.045 8.427 -0.333 -0.003
Br 6.595 1.507 5.206 -0.057
Br -11.730 -3.800 6.768 -0.018
Br 7.912 -2.753 -0.040 -0.045
Br -2.291 -1.695 -7.625 -0.062
Br -6.102 -6.780 -2.380 -0.009
Br 6.990 -0.195 -1.705 0.034
Br -9.206 -1.849 6.589 -0.010
Br 2.921 10.566 7.409 -0.018
Br 2.097 7.412 0.384 0.012
Br 5.505 8.706 7.186 -0.002
Br 7.040 -7.078 -2.034 -0.016
Br 8.208 5.608 3.181 -0.036
Br 3.131 3.321 -3.614 0.144
Br 0.839 -7.744 -7.687 -0.016
Br 9.838 -0.216 -0.248 -0.027
Br -1.540 -5.276 -2.548 -0.072
Br -11.509 -1.684 4.390 0.023
Br -4.970 -8.277 0.203 -0.026
Br -8.985 0.818 0.166 -0.031
Br 1.282 5.799 -4.385 -0.042
Br -9.135 -2.709 1.849 0.120
Br -2.197 -2.599 -4.162 0.065
Br -13.434 -8.999 0.419 -0.017
Br 1.943 -9.208 -5.074 -0.043
Br -8.565 -4.926 4.074 -0.001
Br 0.234 -3.623 -7.860 0.007
Br 6.676 0.142 2.323 0.165
Br -14.849 -6.564 1.921 -0.005
Br -2.714 -4.839 -7.972 -0.007
Br 9.598 -5.490 -3.095 -0.024
Br -10.823 -13.612 -0.383 -0.002
S -1.299 2.937 3.241 -0.373
S 1.804 -0.379 -0.459 1.195
P -1.369 1.937 1.576 0.162
O 2.834 -0.028 -1.408 -0.621
O 1.061 -1.536 -0.891 -0.578
O 1.109 4.236 -0.767 -0.202
O -0.661 3.526 -1.995 -0.386
O 2.380 -0.725 0.995 -0.574
C 3.782 3.782 2.208 -1.336
C 0.095 0.867 1.213 -0.471
C 2.568 0.433 1.855 -0.167
C -1.596 -3.325 -8.387 -0.332
C 5.401 4.786 0.477 -0.007
C 1.239 1.128 2.239 -0.850
C -11.088 -2.061 6.234 -0.345
C -0.984 5.260 -0.336 -1.382
C 7.289 4.522 -4.207 -0.431
C 2.465 4.424 -5.043 -0.357
C 7.692 -5.430 -2.790 0.216
C -9.759 -4.329 2.686 -0.280
C -5.253 -6.576 -0.661 0.046
C 6.835 -0.136 4.222 -0.399
C -12.265 -13.132 0.804 0.195
C 3.625 1.369 1.249 0.345
C 3.942 4.468 0.845 1.907
C 0.702 1.035 -0.205 1.478
C -10.413 1.391 1.330 -0.317
C 8.487 -1.271 -1.134 -0.442
C 4.285 2.319 2.278 -0.122
C -0.297 1.132 -1.389 -0.840
C 1.674 -7.518 -5.962 -0.305
C -1.758 -3.361 -2.447 0.188
C -0.060 4.276 -1.045 0.715
C 0.028 2.307 -2.327 -0.044
C -13.619 -7.082 0.530 0.548
C 3.462 8.732 0.724 -0.440
C 3.700 9.011 6.579 0.322
C 9.398 4.287 2.433 -0.419
H 5.881 3.906 0.035 0.150
H 8.944 -1.689 -2.021 0.423
H 3.398 5.426 0.897 -1.125
H -0.803 -2.944 -2.147 -0.078
H -12.619 -12.157 0.496 -0.208
H 5.939 5.134 1.362 -0.061
H 2.652 -7.089 -6.135 0.319
H -1.604 -3.203 -9.462 0.356
H 5.423 5.556 -0.300 -0.421
H 5.387 2.304 2.149 0.073
H 3.751 9.210 5.518 -0.371
H 1.293 1.958 -0.195 -1.040
H -10.732 2.366 0.990 0.342
H 3.493 3.919 0.008 -0.296
H 3.267 1.953 0.395 -0.232
H 3.061 9.690 0.422 0.406
H 1.430 2.207 2.297 0.082
H 4.361 4.371 2.939 0.511
H -10.707 -4.103 3.155 0.244
H -0.652 5.439 0.688 0.313
H -0.169 -0.196 1.337 0.585
H -11.609 -1.329 6.835 0.350
H 0.901 0.844 3.241 0.400
H 3.318 4.921 -5.486 0.307
H 3.007 0.041 2.780 0.660
H 2.745 3.814 2.573 0.320
H -2.474 1.049 1.586 0.104
H 4.073 1.933 3.287 0.302
H -2.026 4.933 -0.409 0.429
H -1.351 1.105 -1.093 0.470
H -12.651 -6.685 0.800 -0.533
H -1.606 2.772 0.460 -0.016
H -4.277 -6.142 -0.838 -0.080
H -0.350 2.015 -3.314 0.560
H -0.919 6.223 -0.865 0.362
H -0.149 0.236 -2.011 0.353
H 1.114 2.417 -2.439 -0.260
H 4.414 0.717 0.850 0.007
H 10.225 4.824 1.989 0.425
H 7.844 -0.475 4.412 0.406
H 7.511 -4.651 -2.062 -0.196
H 8.277 4.948 -4.309 0.398
```